[1]
Computed, not measured: a molecular structure, C32H53Cl15N2O11Zr, with wB97M-V/def2-TZVPD.

The gap between HOMO and LUMO is 4.23 eV. As for the strongest force on any atom: 9.14 eV Å⁻¹.

ORCA input file:
```
! wB97M-V def2-TZVPD RIJCOSX def2/J DEFGRID3
* xyz 2 1
Zr -2.02385 -3.10130 0.73280
C 1.19807 -4.74110 3.12220
C 2.06233 -3.95117 2.09511
C 3.37350 -4.65418 2.24352
C 4.33213 -4.24683 1.10113
C 3.83237 -4.50781 -0.34850
C 2.35171 -3.95533 -0.53068
N 1.52426 -4.13220 0.71170
O 0.17446 -3.72993 0.49065
C 1.81934 -4.81343 -1.78241
C 2.50721 -2.44916 -0.93915
C 2.04740 -2.46629 2.57435
H 1.46924 -4.61265 4.17009
H 0.94804 -5.75186 2.79981
H 0.18589 -4.35101 3.01544
H 3.23804 -5.73539 2.27068
H 3.65590 -4.33519 3.24681
H 5.31221 -4.71052 1.21305
H 4.50414 -3.17427 1.19125
H 4.03513 -5.56061 -0.54501
H 4.51032 -3.85505 -0.89840
H 0.86845 -4.34561 -2.03747
H 1.60010 -5.79568 -1.36382
H 2.48315 -4.93038 -2.63902
H 3.02049 -1.90566 -0.14590
H 1.56037 -1.92036 -1.04846
H 3.09274 -2.38358 -1.85618
H 1.03863 -2.06227 2.65946
H 2.51467 -1.70469 1.95007
H 2.54867 -2.38281 3.53863
C 1.25733 0.93586 0.63951
C -0.21785 1.34303 0.85002
C -0.39121 2.84196 0.59018
C -0.40828 3.17701 -0.84072
C -1.49359 2.46735 -1.73398
C -1.46286 0.92398 -1.49336
N -1.15201 0.51982 -0.05129
O -1.26546 -0.91029 0.32515
C -0.41846 0.34242 -2.49450
C -2.85061 0.45468 -1.81492
C -0.59325 1.22791 2.33902
H 1.34027 -0.11385 0.92114
H 1.95946 1.55361 1.19942
H 1.53424 0.95079 -0.41462
H 0.44928 3.40947 0.98972
H -1.25144 3.31242 1.06637
H 0.58633 2.92865 -1.21107
H -0.48065 4.23790 -1.08027
H -1.24394 2.69738 -2.76977
H -2.46890 2.92409 -1.56591
H 0.54915 0.84222 -2.53960
H -0.77075 0.41961 -3.52310
H -0.12059 -0.69355 -2.33283
H -3.59581 0.78186 -1.08983
H -2.82834 -0.63363 -1.75859
H -3.18680 0.58829 -2.84313
H -0.25383 1.94473 3.08673
H -0.22335 0.29669 2.76813
H -1.68039 1.23211 2.41775
C -5.65899 1.82337 0.12706
Cl -7.21678 1.96406 0.96863
Cl -4.41692 2.83044 0.90930
Cl -5.77545 2.25561 -1.62943
H -5.37581 0.77757 0.24631
C 4.12047 1.34218 -2.14645
Cl 4.28149 3.08972 -1.99514
Cl 4.30855 0.42623 -0.65396
Cl 5.26117 0.75047 -3.36827
H 3.14234 1.21321 -2.60985
C -3.63411 2.09896 -5.32002
Cl -5.22795 2.78598 -5.00964
Cl -2.67760 3.11549 -6.53869
Cl -3.72912 0.37217 -5.70836
H -3.09535 2.18052 -4.37599
C -3.00763 5.89445 -2.36052
Cl -4.57917 5.34392 -1.77598
Cl -2.90998 7.67381 -2.54678
Cl -2.79518 5.25435 -3.99190
H -2.20770 5.58965 -1.68574
C -0.79377 6.56254 1.22766
Cl 0.09313 6.92297 -0.25359
Cl -2.47091 6.06980 0.85185
Cl -0.68300 7.90558 2.39662
H -0.20490 5.73888 1.63129
C -1.24762 -3.12391 -5.21645
C -1.94842 -4.45219 -4.82971
O -1.95627 -4.49112 -3.45023
C -1.66335 -3.25465 -2.98263
O -1.77947 -2.93687 -1.80845
O -1.24640 -2.39904 -3.99323
H -1.78322 -2.60195 -6.00941
H -0.19613 -3.20522 -5.49186
H -1.41334 -5.28911 -5.27844
H -2.92867 -4.46656 -5.30614
C -2.81853 -1.05050 5.91722
C -2.23049 -2.41216 6.27542
O -1.65549 -2.82173 5.03348
C -2.08638 -2.07482 4.00688
O -2.06022 -2.37041 2.78431
O -2.71113 -0.99891 4.45004
H -2.24888 -0.25021 6.38960
H -3.81639 -0.81950 6.29006
H -2.99939 -3.09473 6.63735
H -1.41692 -2.24457 6.98121
C 4.26445 3.28535 1.93050
C 3.99821 4.70587 1.34491
O 2.87288 5.17605 2.07878
C 2.46563 4.30039 3.00167
O 1.55178 4.37428 3.79178
O 3.32268 3.17896 2.98176
H 5.24686 3.21303 2.39714
H 4.08791 2.40528 1.31211
H 3.75894 4.55139 0.29278
H 4.78778 5.44939 1.45379
*
```

Atomic partial charges in e from the Löwdin method, atoms 1 to 4: Zr 1.98; C -0.04; C -0.48; C -0.14

[2]
Computed, not measured: a molecular structure, C30H46Cl2N3O6SbSi3V, with wB97M-V/def2-TZVPD.

The gap between HOMO and LUMO (spin up / spin down) is 6.82 / 7.84 eV. The energy above the lowest of the compared OMol25 structures with the same formula, charge and spin comes out at 15.1 kcal/mol. As for the expectation value of S²: 0.80. As for the strongest force on any atom: 0.68 eV Å⁻¹.

ORCA input file:
```
! wB97M-V def2-TZVPD RIJCOSX def2/J DEFGRID3
* xyz 0 2
V 0.06654 0.41121 0.94687
C 4.15929 -0.03664 1.72268
C 2.81735 0.63472 1.77239
O 2.04688 0.39591 0.77492
C 2.49054 1.49082 2.81082
C 1.40945 2.37647 2.71118
C 1.35609 3.60474 3.56292
N 0.48042 2.17285 1.79236
N -0.31293 3.24512 1.47450
C -0.94921 2.93585 0.38995
O -0.78192 1.76540 -0.16755
C -1.89715 3.89353 -0.21856
C -2.20624 5.08459 0.43748
C -3.09640 5.97772 -0.13210
C -3.68419 5.69322 -1.35901
C -3.37608 4.51166 -2.01425
C -2.48350 3.61450 -1.44604
H 4.01793 -1.09802 1.51763
H 4.71677 0.09114 2.64752
H 4.73974 0.38642 0.89971
H 3.20559 1.63789 3.60671
H 2.09249 3.54241 4.36065
H 0.35715 3.72800 3.97858
H 1.55714 4.48778 2.95535
H -1.74720 5.29422 1.39376
H -3.33438 6.90028 0.38141
H -4.38151 6.39300 -1.80145
H -3.83098 4.28420 -2.96999
H -2.23237 2.69247 -1.94535
Cl 0.42604 -4.19352 7.08210
C 0.41574 -3.12778 5.71385
C 0.01966 -1.80868 5.87353
C -0.00882 -0.95345 4.78559
Cl -0.50496 0.68495 5.03059
C 0.35588 -1.38866 3.50152
O 0.27297 -0.61203 2.46413
C 0.80771 -2.72452 3.37907
C 1.32506 -3.26963 2.11339
O 1.63585 -2.63930 1.13125
C 0.81059 -3.58511 4.47353
H -0.27571 -1.43617 6.84438
H 1.46073 -4.36772 2.14889
H 1.13527 -4.60985 4.34539
N -3.00687 0.97087 2.66280
C -3.15746 -0.47399 2.75501
C -2.22584 -1.21285 1.79975
O -2.02569 -2.40762 1.89376
O -1.72494 -0.44651 0.86295
H -3.60801 1.43133 3.33424
H -3.26463 1.29177 1.73768
H -4.16898 -0.84251 2.53278
H -2.92298 -0.80833 3.76732
C 0.71527 2.52735 -3.00921
Si 1.51415 0.83569 -3.10342
C 1.45724 0.27245 -4.89539
C 3.30210 0.92816 -2.53440
Sb 0.34137 -0.79250 -1.51495
Si -1.98203 -1.35504 -2.42398
C -2.48096 -2.96294 -1.59964
C -1.91961 -1.58185 -4.29295
C -3.21240 0.00606 -2.03888
Si 1.67099 -2.94840 -1.89976
C 1.80831 -3.32299 -3.73748
C 0.75911 -4.38912 -1.10113
C 3.40562 -2.66009 -1.23859
H 1.31841 3.20396 -3.62403
H 0.67457 2.92840 -1.99825
H -0.29715 2.52713 -3.41509
H 1.99889 1.00791 -5.49782
H 0.43495 0.22625 -5.27300
H 1.92009 -0.70050 -5.06202
H 3.80229 1.77606 -3.00964
H 3.84923 0.02221 -2.80111
H 3.36355 1.05009 -1.45171
H -1.94373 -3.80817 -2.03466
H -3.55038 -3.13240 -1.75290
H -2.29150 -2.94883 -0.52445
H -1.12383 -2.24916 -4.62576
H -1.78892 -0.62366 -4.79905
H -2.87014 -2.00402 -4.63184
H -3.00398 0.49836 -1.09170
H -4.20662 -0.44735 -1.98292
H -3.23464 0.74855 -2.83849
H 0.84590 -3.32255 -4.25087
H 2.22919 -4.32811 -3.83801
H 2.47818 -2.63452 -4.25465
H 0.29165 -4.99822 -1.87903
H -0.01021 -4.07892 -0.39672
H 1.46829 -5.01808 -0.55862
H 4.05043 -2.30346 -2.04494
H 3.82300 -3.59632 -0.86066
H 3.42338 -1.93353 -0.42884
*
```

Atomic partial charges in e from the Löwdin method, atoms 1 to 4: V 0.90; C 0.01; C -0.41; O -0.19

[3]
Computed, not measured: 28 unconnected molecules or ions with the total composition C28H112N56O28, with wB97M-V/def2-TZVPD.

The gap between HOMO and LUMO is 9.55 eV. The energy above the lowest of the compared OMol25 structures with the same formula, charge and spin comes out at 6.1 kcal/mol. As for the strongest force on any atom: 4.86 eV Å⁻¹.

ORCA input file:
```
! wB97M-V def2-TZVPD RIJCOSX def2/J DEFGRID3
* xyz 0 1
C 3.27135 -6.27102 -0.82494
O 2.56097 -6.19342 -1.79819
N 3.64682 -5.19372 -0.10531
N 3.67419 -7.46728 -0.22729
H 3.96656 -5.28365 0.83774
H 3.50552 -4.27814 -0.55973
H 2.95899 -8.20524 -0.24627
H 4.17877 -7.22950 0.66265
C -0.80483 -5.12387 -1.55567
O -1.97871 -5.44977 -1.36306
N 0.01253 -4.30585 -0.76867
N -0.10322 -5.51402 -2.64321
H -0.47096 -3.69869 -0.14208
H 0.68042 -3.75913 -1.31771
H -0.61182 -6.10065 -3.24674
H 0.90529 -5.64514 -2.50264
C -0.58514 -5.27289 2.53214
O -1.49961 -4.84465 1.80578
N -0.77638 -5.38301 3.88416
N 0.62891 -5.55276 2.07307
H -0.14310 -5.96776 4.35240
H -1.70959 -5.43233 4.15185
H 0.72227 -5.43399 1.08770
H 1.29414 -6.10555 2.59483
C -0.30390 1.35591 -1.20306
O 0.32737 0.29812 -1.39615
N -1.64594 1.39462 -1.42223
N 0.34236 2.50288 -0.90746
H -2.32859 0.66056 -1.52464
H -2.07636 2.30254 -1.66751
H 1.38070 2.58562 -1.03900
H -0.14374 3.21951 -0.38553
C 1.40425 5.65730 0.39491
O 1.85230 4.98259 1.31126
N 2.21633 6.22864 -0.55422
N 0.12675 5.93538 0.18773
H 3.23300 5.92524 -0.59962
H 1.88076 6.51376 -1.45909
H -0.67782 5.55345 0.63628
H -0.03016 6.64742 -0.46776
C -3.38515 1.60243 -4.05794
O -3.02841 2.76115 -3.80517
N -3.06000 0.91817 -5.21669
N -4.36435 0.92677 -3.32214
H -2.27758 1.29614 -5.74031
H -3.53718 0.06297 -5.45226
H -4.58228 1.40609 -2.41765
H -4.50674 -0.07723 -3.40048
C 0.37888 1.11427 -5.69228
O -0.46932 1.10707 -6.59783
N 1.61009 0.61156 -5.88531
N 0.17864 1.65071 -4.44795
H 2.41697 0.59376 -5.25930
H 1.73592 -0.04824 -6.65616
H -0.62781 2.20181 -4.16787
H 0.89342 1.71436 -3.69871
C -5.16671 -0.36442 1.05760
O -6.17756 -0.30744 0.31393
N -4.12271 0.49033 1.03956
N -5.16160 -1.20410 2.11985
H -4.13556 1.07373 0.21310
H -3.24323 0.23336 1.53675
H -5.96346 -1.80260 2.01700
H -4.28122 -1.71169 2.27766
C -2.61848 -2.00415 -2.13299
O -3.17778 -1.23987 -1.29183
N -1.25899 -2.04134 -2.27126
N -3.39709 -2.73788 -2.95462
H -0.70715 -1.23162 -1.98007
H -0.89423 -2.49830 -3.06966
H -4.37123 -2.67918 -2.84272
H -3.01856 -3.29840 -3.63890
C -5.14178 3.29394 -0.71775
O -4.11556 2.62927 -0.84879
N -5.10276 4.73629 -0.82937
N -6.32555 2.77100 -0.38203
H -5.16520 5.10333 0.15196
H -4.16293 5.04771 -1.12283
H -7.11761 3.40719 -0.24082
H -6.44960 1.72189 -0.17625
C -1.65743 -1.32918 2.54196
O -1.65071 -0.13757 2.19876
N -1.27770 -1.69051 3.77940
N -2.21798 -2.22835 1.72130
H -0.44375 -1.16963 4.02064
H -1.25759 -2.70100 4.01690
H -2.13324 -3.25777 1.86417
H -2.51865 -1.93491 0.81597
C 3.70577 5.36826 4.58988
O 4.78873 5.83332 4.41900
N 3.56183 4.58411 5.67962
N 2.54815 5.59147 3.89082
H 2.74282 4.07855 5.93457
H 4.41907 4.19609 6.03617
H 1.75027 4.99241 4.08857
H 2.69364 5.85501 2.89098
C -6.62740 -3.48901 -2.33976
O -6.57146 -2.95362 -3.44647
N -6.70195 -2.81693 -1.15101
N -6.64044 -4.89797 -2.23564
H -6.71034 -1.82159 -1.18809
H -6.67436 -3.41634 -0.31297
H -7.01631 -5.37462 -3.00830
H -7.09525 -5.13394 -1.32575
C 3.12526 -5.14705 4.62817
O 2.72339 -6.08458 3.94413
N 3.30781 -3.91124 4.15156
N 3.20866 -5.35369 5.96084
H 3.02427 -3.72061 3.19373
H 3.16944 -3.10386 4.75730
H 3.33516 -6.29165 6.29043
H 3.59928 -4.56235 6.43723
C 2.54908 -0.97913 1.22315
O 2.11032 0.02721 1.81042
N 2.58361 -1.15300 -0.09851
N 3.20075 -1.95943 1.99429
H 2.01174 -0.53354 -0.71946
H 3.14202 -1.84447 -0.49897
H 3.65662 -1.51638 2.81876
H 3.93379 -2.36435 1.38950
C 6.31993 -1.87279 -0.26569
O 5.54128 -2.33794 0.59028
N 6.22123 -2.28505 -1.55504
N 7.25188 -0.99190 0.00407
H 5.43764 -2.88733 -1.75634
H 6.58004 -1.73468 -2.28329
H 7.13325 -0.50827 0.87055
H 8.12793 -0.94217 -0.46672
C -4.97966 -4.96837 0.75369
O -6.14868 -4.64540 1.06478
N -4.49537 -6.26706 0.99912
N -4.12174 -4.19378 0.02794
H -5.06108 -6.77640 1.67746
H -3.52358 -6.24806 1.32424
H -3.29184 -4.47702 -0.45422
H -4.55113 -3.31747 -0.29438
C 2.68665 -2.69953 -3.59986
O 3.72920 -2.59663 -2.92361
N 1.87581 -1.57891 -3.87473
N 2.30765 -3.94678 -4.14969
H 2.22092 -0.75318 -3.48620
H 1.05470 -1.66474 -4.38563
H 1.36658 -4.02701 -4.41197
H 2.86139 -4.72658 -3.85674
C -2.60701 3.98766 1.95523
O -2.29580 4.87121 1.15343
N -2.32086 2.69414 1.66450
N -3.07350 4.23933 3.20885
H -2.90551 2.01019 2.04869
H -2.11621 2.45212 0.72161
H -3.06660 3.52762 3.94113
H -2.92458 5.15058 3.55662
C 3.98839 1.54950 -2.17812
O 3.48805 1.35681 -3.30010
N 4.59167 0.51788 -1.58129
N 3.71819 2.71440 -1.44923
H 4.50584 -0.43725 -1.92525
H 4.80863 0.63008 -0.56637
H 3.17248 3.40194 -1.91889
H 4.32354 2.89168 -0.60130
C 7.71891 3.57858 3.61716
O 8.24480 2.64577 3.03313
N 8.07158 3.81567 4.93985
N 6.79482 4.36677 3.04700
H 7.70245 4.57556 5.46356
H 8.79848 3.26089 5.36956
H 6.66884 4.08491 2.10155
H 6.21873 5.10858 3.40831
C 2.05448 4.63088 -4.06441
O 1.57595 4.26982 -3.00498
N 1.62668 5.79470 -4.64346
N 2.93721 3.91276 -4.69970
H 1.69077 6.10163 -5.57548
H 1.09286 6.42049 -4.05417
H 3.24868 2.99443 -4.31784
H 3.28195 4.17223 -5.63455
C 0.26195 2.28030 4.17483
O 1.09982 2.71007 5.00600
N -1.05064 1.91656 4.53031
N 0.47894 2.26518 2.86666
H -1.26155 1.60973 5.45488
H -1.54161 1.41267 3.76153
H -0.21389 1.70664 2.30068
H 1.40814 2.03649 2.56278
C 4.90856 2.26049 1.98072
O 5.50332 2.20358 0.88791
N 5.24735 1.53384 3.05797
N 3.85123 3.12724 2.28520
H 6.23833 1.24447 2.98569
H 4.80680 1.60651 3.91740
H 3.41134 3.22784 3.24063
H 3.32510 3.72532 1.66865
C -9.22465 1.78277 1.75616
O -9.80255 2.82533 1.53775
N -9.05294 0.75798 0.86910
N -8.73600 1.56787 3.04123
H -8.13809 0.26386 0.95712
H -9.40419 1.05352 -0.05079
H -8.66631 2.42948 3.51754
H -7.86150 1.02335 3.07081
C -0.37797 -3.21214 -6.38011
O -0.31761 -2.97747 -5.15929
N 0.51692 -4.06838 -6.98028
N -1.20803 -2.52492 -7.14852
H 1.25375 -4.50123 -6.43490
H 0.16639 -4.50752 -7.78892
H -1.75147 -1.70148 -6.78987
H -0.93786 -2.41358 -8.09448
C -1.52822 6.18940 -2.89606
O -0.76398 7.07159 -2.43696
N -2.54353 6.49246 -3.72474
N -1.26720 4.89818 -2.87459
H -3.07624 5.74163 -4.11415
H -3.05150 7.35070 -3.50837
H -1.77146 4.24433 -3.43258
H -0.33348 4.69052 -2.46498
C 2.03618 -0.85636 6.11048
O 2.41761 -1.98531 6.35907
N 1.79465 -0.46929 4.80141
N 1.78848 0.09762 7.04779
H 1.80262 0.48323 4.54821
H 2.24548 -1.09422 4.11642
H 1.80602 -0.27409 7.96869
H 1.28047 0.98215 6.87545
*
```

Atomic partial charges in e from the Löwdin method, atoms 1 to 4: C -0.67; O 0.01; N 0.18; N 0.14

- The lowest strongest force on any atom belongs to which entry?
  C30H46Cl2N3O6SbSi3V